(1)
Formula: CH3NO2
Source: the OMol25 dataset
Level of theory: wB97M-V/def2-TZVPD

Values from the calculation:
Gap between HOMO and LUMO ... 11.4 eV
SMILES ... NC(=O)O

```
! wB97M-V def2-TZVPD RIJCOSX def2/J DEFGRID3
* xyz 0 1
N -0.3963 -0.4108 1.1815
C -0.0923 0.1125 -0.1028
O -0.6808 0.9062 -0.7319
O 1.0505 -0.4831 -0.5012
H 0.0980 -1.0224 1.6894
H -1.3591 -0.3913 1.2936
H 1.6310 0.2299 -0.7710
*
```

Löwdin population analysis, charges in e, atoms 1 to 6:
1. N 0.189
2. C -0.649
3. O 0.137
4. O 0.089
5. H 0.046
6. H 0.074

---

(2)
Formula: C5H3IN2O2
Source: the OMol25 dataset
Level of theory: wB97M-V/def2-TZVPD

Values from the calculation:
Gap between HOMO and LUMO (spin up / spin down) ... 7.0 / 7.0 eV

```
! wB97M-V def2-TZVPD RIJCOSX def2/J DEFGRID3
* xyz 0 1
C -0.0018 0.8909 -0.3353
C 0.9461 -0.1918 -0.1527
C 2.3766 0.0240 -0.1393
C -2.3595 1.2732 0.1353
C -0.1731 -2.2724 0.5834
N -1.1900 0.6676 -0.0447
N 0.4695 -1.3465 0.1168
O 3.0259 1.0672 -0.0644
O -3.1760 1.5362 -0.6620
I -0.7967 -4.1642 0.1144
H 0.3586 1.9632 -0.4837
H 2.7845 -1.0531 -0.2252
H -2.2640 1.6056 1.1572
*
```

Löwdin population analysis, charges in e, atoms 1 to 6:
1. C -0.057
2. C -0.266
3. C -0.231
4. C -0.415
5. C -0.563
6. N 0.110

---

Please write out number 1 again, unchanged.
Formula: CH3NO2
Source: the OMol25 dataset
Level of theory: wB97M-V/def2-TZVPD

Values from the calculation:
Gap between HOMO and LUMO ... 11.4 eV
SMILES ... NC(=O)O

```
! wB97M-V def2-TZVPD RIJCOSX def2/J DEFGRID3
* xyz 0 1
N -0.3963 -0.4108 1.1815
C -0.0923 0.1125 -0.1028
O -0.6808 0.9062 -0.7319
O 1.0505 -0.4831 -0.5012
H 0.0980 -1.0224 1.6894
H -1.3591 -0.3913 1.2936
H 1.6310 0.2299 -0.7710
*
```

Löwdin population analysis, charges in e, atoms 1 to 6:
1. N 0.189
2. C -0.649
3. O 0.137
4. O 0.089
5. H 0.046
6. H 0.074